# 1
This record from the Open Molecules 2025 dataset describes C23H22CoIN5O3S as an isolated structure. The level of theory is ωB97M-V/def2-TZVPD.

Output
- Spin multiplicity: 2
- Expectation value of S²: 0.758
- Energy relative to the best compared isomer or geometry (same formula, charge and spin): 0.0 kJ/mol

The geometry in XYZ format:
```
56
Properties=species:S:1:pos:R:3:forces:R:3
Co -1.037 -0.278 -0.335 -0.1 -0.1 -0.3
C -0.348 3.159 2.743 0.0 0.0 0.0
C 0.742 2.152 2.534 0.0 0.0 0.0
N 1.674 2.031 3.437 0.1 0.0 0.0
C 2.655 1.105 3.260 -0.1 0.1 0.1
C 2.724 0.280 2.176 0.0 0.0 0.0
C 3.871 -0.684 2.057 0.0 0.0 0.0
O 4.756 -0.354 0.983 0.0 0.0 0.0
C 1.706 0.363 1.188 0.1 0.0 0.0
C 1.803 -0.435 0.002 0.1 0.0 0.0
N 0.838 -0.704 -0.820 0.1 0.0 0.0
C 1.199 -1.275 -2.063 0.0 0.0 0.0
C 2.248 -0.728 -2.801 0.0 0.0 0.0
C 2.606 -1.246 -4.035 0.0 0.0 0.0
C 1.907 -2.319 -4.566 0.0 0.0 0.0
C 0.853 -2.870 -3.850 0.0 0.0 0.0
C 0.503 -2.349 -2.614 0.0 0.0 0.0
I -1.057 -3.243 -1.561 0.0 0.0 0.0
C 0.671 1.317 1.345 -0.1 0.1 0.0
O -0.282 1.486 0.519 0.1 0.0 0.2
H -0.015 3.916 3.449 0.0 0.0 0.0
H -1.238 2.670 3.150 0.0 0.0 0.0
H -0.645 3.610 1.797 0.0 0.0 0.0
H 3.400 1.047 4.046 0.0 0.0 0.0
H 3.523 -1.696 1.844 0.0 0.0 0.0
H 4.416 -0.713 3.004 0.0 0.0 0.0
H 5.007 0.569 1.092 0.0 0.0 0.0
H 2.794 -0.821 -0.242 0.0 0.0 0.0
H 2.768 0.133 -2.400 0.0 0.0 0.0
H 3.425 -0.801 -4.585 0.0 0.0 0.0
H 2.174 -2.729 -5.531 0.0 0.0 0.0
H 0.305 -3.712 -4.249 0.0 0.0 0.0
O -0.776 -1.243 1.312 -0.1 0.1 -0.1
N -1.623 -0.920 2.288 -0.2 0.0 -0.1
C -1.254 -1.253 3.543 0.0 0.0 0.0
C -2.076 -1.011 4.607 0.0 0.0 0.0
C -3.314 -0.406 4.370 0.0 0.0 0.0
C -3.667 -0.065 3.090 0.0 0.0 -0.1
C -2.808 -0.313 2.006 0.2 0.0 0.1
S -3.141 0.128 0.384 0.0 -0.1 0.1
H -0.276 -1.707 3.604 0.0 0.0 0.0
H -1.751 -1.281 5.600 0.0 0.0 0.0
H -3.985 -0.196 5.192 0.0 0.0 0.0
H -4.610 0.417 2.873 0.0 0.0 0.0
C -3.376 -0.442 -3.051 0.0 0.0 0.0
C -2.278 0.556 -2.985 0.1 -0.2 -0.2
N -1.298 0.609 -2.108 -0.2 0.3 0.4
C -0.514 1.696 -2.439 0.1 -0.1 -0.1
C -1.006 2.278 -3.559 0.0 0.0 0.0
N -2.123 1.544 -3.894 0.0 0.0 0.0
H -3.550 -0.861 -2.062 0.0 0.0 0.0
H -3.114 -1.256 -3.729 0.0 0.0 0.0
H -4.299 0.022 -3.399 0.0 0.0 0.0
H 0.323 1.976 -1.826 0.0 0.0 0.0
H -0.689 3.136 -4.123 0.0 0.0 0.0
H -2.738 1.712 -4.670 0.0 0.0 0.0
```
Forces are in eV/Å.

# 2
This record from the Open Molecules 2025 dataset describes C23H22CrN4O6 as an isolated structure. The level of theory is ωB97M-V/def2-TZVPD.

Output
- Calculated total energy: -70875.6887 eV
- Spin multiplicity: 2
- Expectation value of S²: 0.760
- Total charge: -1

The geometry in XYZ format:
```
56
Properties=species:S:1:pos:R:3:forces:R:3
Cr -1.170 -0.379 -0.638 0.1 -0.1 -0.3
O 3.616 -1.798 0.937 0.0 0.0 0.0
C 3.880 -0.947 -0.070 0.0 -0.1 0.0
C 5.175 -0.434 -0.167 0.0 0.0 0.0
C 5.506 0.446 -1.179 0.0 0.0 0.0
C 4.555 0.838 -2.117 0.0 0.0 0.0
C 3.270 0.338 -2.017 0.0 0.0 0.0
C 2.911 -0.551 -1.007 0.0 0.0 -0.1
C 1.493 -0.986 -0.910 0.2 0.0 0.2
O 0.617 -0.425 -1.650 -0.1 0.0 0.0
N 1.202 -1.907 -0.014 -0.1 0.1 0.0
N -0.178 -2.065 -0.031 0.0 -0.1 0.1
C -0.681 -3.199 0.263 0.0 0.1 -0.1
C -2.071 -3.490 -0.017 0.1 0.0 0.0
C -2.663 -4.614 0.568 0.0 0.0 0.0
C -3.940 -5.017 0.243 0.0 0.0 0.0
C -4.634 -4.288 -0.729 0.0 0.0 0.0
C -4.069 -3.195 -1.340 0.1 0.0 0.0
C -2.771 -2.733 -1.005 -0.1 -0.1 0.0
O -2.291 -1.696 -1.617 0.0 0.2 0.1
H 2.661 -2.068 0.842 0.0 0.0 0.0
H 5.902 -0.747 0.571 0.0 0.0 0.0
H 6.517 0.834 -1.237 0.0 0.0 0.0
H 4.814 1.531 -2.907 0.0 0.0 0.0
H 2.494 0.638 -2.710 0.0 0.0 0.0
H -0.028 -3.987 0.639 0.0 0.0 0.0
H -2.086 -5.174 1.298 0.0 0.0 0.0
H -4.389 -5.881 0.716 0.0 0.0 0.0
H -5.638 -4.592 -1.010 0.0 0.0 0.0
H -4.607 -2.632 -2.093 0.0 0.0 0.0
O -1.665 1.315 -1.635 0.0 0.0 0.0
N -0.852 2.290 -1.470 0.1 -0.1 0.0
N -0.055 2.134 -0.492 0.0 0.1 -0.1
O -0.094 1.089 0.299 0.0 0.0 0.1
C 0.981 3.097 -0.283 -0.1 -0.1 0.0
C 0.956 4.323 -0.937 0.1 0.0 0.1
C 2.000 5.208 -0.728 0.0 0.0 0.0
C 3.054 4.874 0.114 0.0 0.0 0.0
C 3.059 3.645 0.755 0.0 0.0 0.0
C 2.020 2.746 0.565 0.0 0.1 0.0
H 0.137 4.567 -1.596 0.0 0.0 0.0
H 1.990 6.166 -1.233 0.0 0.0 0.0
H 3.869 5.570 0.264 0.0 0.0 0.0
H 3.881 3.370 1.404 0.0 0.0 0.0
H 2.006 1.777 1.040 0.0 0.0 0.0
C -2.673 -0.059 3.057 0.0 0.0 0.0
C -2.659 0.597 1.683 -0.1 -0.1 -0.1
C -4.019 1.179 1.317 0.0 0.0 0.0
O -2.314 -0.374 0.730 0.0 0.0 0.3
H -2.941 0.659 3.837 0.0 0.0 0.0
H -1.689 -0.470 3.284 0.0 0.0 0.0
H -3.395 -0.878 3.068 0.0 0.0 0.0
H -1.917 1.402 1.686 0.0 0.0 0.0
H -4.769 0.385 1.300 0.0 0.0 0.0
H -3.977 1.627 0.323 0.0 0.0 0.0
H -4.332 1.942 2.036 0.0 0.0 0.0
```
Forces are in eV/Å.

# 3
This record from the Open Molecules 2025 dataset describes C23H22IN4O4Ru as an isolated structure. The level of theory is ωB97M-V/def2-TZVPD.

Output
- Spin multiplicity: 6
- Expectation value of S²: 8.818
- Energy relative to the best compared isomer or geometry (same formula, charge and spin): 93.8 kJ/mol

The geometry in XYZ format:
```
55
Properties=species:S:1:pos:R:3:forces:R:3
Ru 0.122 0.372 1.190 -0.2 -0.3 1.3
O 4.100 0.311 2.736 -0.1 0.0 -0.1
C 3.135 0.498 2.015 1.3 -0.3 -0.7
O 1.976 0.841 2.375 -2.1 0.1 0.0
C 3.328 0.375 0.494 0.2 0.0 0.4
C 4.654 0.316 0.030 0.1 -0.1 -0.3
C 4.875 0.269 -1.314 -0.1 0.0 0.3
C 3.773 0.308 -2.192 -0.4 0.0 0.2
C 3.932 0.321 -3.592 -0.1 0.0 -0.2
C 2.847 0.404 -4.418 0.3 0.0 0.0
C 1.559 0.474 -3.869 -0.1 0.0 0.2
C 1.368 0.446 -2.515 -0.1 0.0 -0.1
C 2.462 0.366 -1.633 0.5 -0.1 -0.6
N 2.277 0.379 -0.288 -0.4 0.0 0.7
H 5.443 0.317 0.765 0.0 0.0 0.0
H 5.878 0.223 -1.714 0.1 0.0 -0.1
H 4.932 0.285 -3.998 0.1 0.0 0.0
H 2.975 0.427 -5.489 0.0 0.0 -0.1
H 0.706 0.562 -4.524 -0.1 0.0 -0.1
H 0.373 0.515 -2.113 0.0 0.0 0.0
I -0.610 2.587 -0.131 0.1 0.0 0.2
C -2.013 0.426 -1.527 -0.2 0.0 -0.2
C -2.741 0.690 -2.635 0.1 0.1 0.2
C -3.032 -0.381 -3.506 0.0 -0.2 0.0
C -2.599 -1.643 -3.207 -0.1 0.1 -0.2
C -1.810 -1.902 -2.067 0.2 0.4 0.4
C -1.277 -3.176 -1.795 0.2 -0.2 0.1
C -0.402 -3.366 -0.760 -0.3 -0.1 -0.3
C -0.036 -2.292 0.062 0.3 0.4 0.4
C -0.583 -1.043 -0.119 0.5 -0.2 0.1
C -1.479 -0.817 -1.192 -0.1 -0.1 0.0
H -3.079 1.688 -2.864 -0.1 0.2 0.0
H -3.599 -0.191 -4.404 -0.1 0.0 -0.1
H -2.830 -2.467 -3.867 0.0 -0.1 -0.1
H -1.552 -4.003 -2.433 0.0 -0.1 -0.1
H 0.022 -4.341 -0.569 0.0 -0.1 0.0
H 0.685 -2.479 0.854 -0.1 0.1 -0.1
N -0.308 1.715 3.284 0.6 -0.1 -0.4
C -1.430 1.775 4.210 -0.6 0.2 0.2
C -2.765 1.960 3.489 0.2 -0.5 0.1
C -3.297 0.649 2.910 -0.2 0.3 0.3
N -2.550 0.217 1.728 0.3 -0.1 -0.4
H 0.535 1.394 3.762 -0.1 0.2 -0.2
H -0.111 2.649 2.924 0.1 -0.2 0.1
H -1.292 2.605 4.918 0.0 -0.1 -0.1
H -1.458 0.845 4.784 0.0 0.1 -0.1
H -2.657 2.702 2.694 0.0 0.1 0.0
H -3.499 2.335 4.204 0.0 0.1 0.0
H -4.359 0.789 2.663 0.1 -0.1 0.0
H -3.220 -0.136 3.667 -0.1 0.1 -0.1
H -2.815 0.797 0.933 0.1 -0.2 0.0
H -2.796 -0.746 1.508 0.1 0.2 -0.1
O -1.500 -1.647 4.121 0.2 0.8 -0.8
N -0.408 -1.889 3.666 -0.2 -2.2 2.1
O 0.149 -1.311 2.748 0.4 2.0 -1.9
```
Forces are in eV/Å.

# 4
This record from the Open Molecules 2025 dataset describes C23H22InN7OSSi as an isolated structure. The level of theory is ωB97M-V/def2-TZVPD.

Output
- Energy relative to the best compared isomer or geometry (same formula, charge and spin): 102.6 kJ/mol

The geometry in XYZ format:
```
56
Properties=species:S:1:pos:R:3:forces:R:3
In 0.162 -0.659 -0.160 1.1 0.0 -0.2
O 2.224 -0.403 0.074 -0.5 -0.3 -0.2
N 2.828 0.711 0.432 0.3 0.1 0.1
C 4.022 0.806 -0.062 -0.3 -0.2 -0.3
C 4.483 -0.138 -1.076 -0.2 1.1 1.2
N 4.868 -0.801 -1.920 0.3 -0.6 -0.7
C 4.879 1.902 0.325 0.7 -0.2 -0.2
N 5.739 2.644 0.538 -0.8 -0.3 0.0
C 1.976 4.129 0.054 -0.3 -1.4 -0.5
N 1.523 3.822 -1.310 -0.8 0.0 -1.0
C 0.854 4.926 -2.066 1.1 -0.7 1.7
C 1.261 2.593 -1.749 0.7 1.6 1.2
N 1.109 1.523 -2.137 -0.5 -1.4 -0.3
H 1.179 4.599 0.602 -0.3 0.5 0.3
H 2.858 4.745 0.008 0.3 0.3 0.1
H 2.187 3.179 0.555 0.2 0.2 -0.1
H -0.043 5.219 -1.527 -0.2 0.2 -0.1
H 0.631 4.600 -3.055 -0.2 -0.2 -0.7
H 1.609 5.697 -2.057 -0.2 0.7 -0.3
C 1.440 -7.256 -2.318 1.2 -0.1 -0.1
C 1.542 -6.265 -1.207 0.3 0.6 0.0
C 2.424 -6.375 -0.135 -0.6 0.3 -0.3
C 2.422 -5.332 0.792 0.2 -0.9 -0.1
N 1.622 -4.290 0.697 -0.4 0.4 -0.8
C 0.807 -4.274 -0.386 0.4 0.0 1.2
S -0.409 -2.968 -0.420 -0.2 -0.5 -0.5
N 0.722 -5.214 -1.312 -0.1 0.6 0.0
H 0.694 -7.954 -2.047 -0.8 -1.1 0.3
H 2.392 -7.776 -2.513 -0.4 0.1 0.2
H 1.100 -6.826 -3.245 0.0 0.5 -0.2
H 3.029 -7.257 -0.032 0.3 0.0 0.1
H 3.080 -5.387 1.656 -0.1 0.2 -0.1
C -2.949 -1.518 4.339 0.1 0.0 0.0
C -2.440 -0.233 4.256 0.2 0.2 0.2
C -2.222 0.358 3.019 0.0 1.2 0.5
C -2.565 -0.297 1.857 0.5 0.3 -1.0
C -3.075 -1.577 1.942 -0.7 -0.1 0.2
C -3.280 -2.179 3.155 -0.4 -0.8 1.1
Si -2.159 0.247 0.111 -0.3 1.1 0.4
C -2.350 2.073 -0.386 -0.3 -0.3 -0.2
C -2.600 3.143 0.480 -0.3 -0.4 -0.3
C -2.899 4.398 -0.029 0.3 0.7 0.8
C -2.923 4.659 -1.387 0.5 -0.3 -0.3
C -2.625 3.628 -2.256 0.1 -1.4 -0.8
C -2.363 2.335 -1.767 0.2 0.9 0.6
H -3.060 -1.962 5.331 -0.2 -0.1 -0.4
H -2.201 0.316 5.161 0.0 -0.1 -0.1
H -1.854 1.397 2.975 0.0 -0.7 0.1
H -3.452 -2.085 1.081 0.1 -0.3 -0.6
H -3.761 -3.162 3.180 0.3 0.3 0.1
H -3.033 -0.594 -0.718 0.1 0.0 -0.3
H -2.620 2.985 1.550 0.0 0.1 0.0
H -3.034 5.220 0.676 -0.2 -0.2 -0.2
H -3.064 5.647 -1.788 -0.3 0.2 0.1
H -2.606 3.744 -3.352 0.0 0.3 0.6
H -2.081 1.538 -2.432 -0.1 -0.1 -0.4
```
Forces are in eV/Å.